(1)
C5H15NO2 | ωB97M-V with the def2-TZVPD basis set

Computed properties:
energy relative to the best compared isomer or geometry (same formula, charge and spin) = 47.48 kcal per mole
lowest unoccupied orbital energy = 0.612 eV
structure (SMILES) = CCC/C=C/N.O.O
gap between HOMO and LUMO = 8.8118 eV
energy = -404.67940 Ha
total charge = 0

Cartesian coordinates (Å):
H1 0.08 -1.08 1.44
H2 3.45 -3.39 0.92
C1 -0.79 2.24 0.57
H3 -4.19 -1.67 -2.98
H4 -1.61 2.66 1.15
O1 -4.24 -2.08 -3.86
N1 2.65 -0.41 0.86
H5 -3.58 -2.80 -3.90
C2 -1.00 0.69 0.84
H6 3.54 -4.79 1.56
H7 -1.69 0.40 0.05
H8 -1.04 1.84 -1.65
O2 3.98 -4.17 0.97
H9 0.12 2.72 0.93
C3 -1.15 2.63 -0.91
H10 3.50 -0.02 1.25
C4 1.48 0.34 0.74
H11 -2.15 3.02 -0.79
H12 2.67 -1.40 0.86
C5 0.26 -0.09 1.05
H13 -0.43 3.36 -1.28
H14 1.66 1.33 0.36
H15 -1.51 0.67 1.81

***

(2)
C5H15NO2 | ωB97M-V with the def2-TZVPD basis set

Computed properties:
energy relative to the best compared isomer or geometry (same formula, charge and spin) = 50.86 kcal per mole
lowest unoccupied orbital energy = 0.749 eV
structure (SMILES) = C=C(N)CCC.O.O
gap between HOMO and LUMO = 9.2503 eV
energy = -404.67401 Ha
total charge = 0

Cartesian coordinates (Å):
H1 0.36 -1.33 -1.94
O1 2.37 1.32 0.27
H2 -2.32 -2.21 0.50
H3 -1.75 2.18 -1.22
H4 -2.39 -0.44 1.91
H5 -0.92 -1.57 2.37
H6 -0.58 -1.88 0.00
H7 3.54 -1.44 1.49
O2 3.01 -0.86 2.07
H8 1.65 0.86 -0.09
C1 0.22 -0.23 -1.81
C2 -2.10 -0.37 -0.75
C3 -0.84 0.33 -1.20
H9 -0.85 0.25 1.46
C4 -1.38 -0.72 1.56
H10 2.24 2.23 0.25
H11 3.15 0.07 1.58
C5 -1.59 -1.41 0.30
H12 -0.26 2.18 -1.72
H13 1.05 0.34 -2.26
H14 -2.84 0.32 -0.26
N1 -0.89 1.71 -1.13
H15 -2.81 -0.78 -1.50

***

(3)
C5H15NO2 | ωB97M-V with the def2-TZVPD basis set

Computed properties:
energy relative to the best compared isomer or geometry (same formula, charge and spin) = 210.79 kcal per mole
lowest unoccupied orbital energy = -4.025 eV
gap between HOMO and LUMO = 4.5726 eV
energy = -404.41914 Ha
total charge = 0

Cartesian coordinates (Å):
C1 0.50 1.20 -0.62
H1 -1.58 1.08 -0.81
N1 -0.82 1.82 -0.72
H2 0.36 -0.02 2.67
C2 -0.02 0.19 1.67
H3 1.91 0.60 0.84
H4 0.44 0.17 -1.08
H5 1.25 1.83 -1.09
H6 -0.55 -1.22 -1.23
H7 -0.80 2.48 -1.49
O1 -2.09 -0.18 -0.44
H8 -1.02 0.63 1.76
C3 -1.20 -1.17 -0.33
C4 0.89 1.06 0.83
C5 -0.27 -1.14 0.93
H9 -0.69 -1.84 1.66
H10 4.13 -1.78 0.66
H11 -1.64 -2.19 -0.43
H12 3.76 -2.33 0.34
O2 1.84 -1.03 -1.04
H13 0.67 -1.53 0.55
H14 2.15 -1.64 -1.73
H15 0.95 2.04 1.33

***

(4)
C5H15NO2 | ωB97M-V with the def2-TZVPD basis set

Computed properties:
energy relative to the best compared isomer or geometry (same formula, charge and spin) = 34.55 kcal per mole
lowest unoccupied orbital energy = 0.821 eV
structure (SMILES) = C/C=C/CNC.O.O
gap between HOMO and LUMO = 9.7689 eV
energy = -404.70000 Ha
total charge = 0

Cartesian coordinates (Å):
H1 0.53 -2.35 -0.25
C1 0.28 -1.76 2.22
C2 -0.21 -1.55 -0.14
C3 -1.24 0.27 -1.45
H2 -1.09 -2.18 0.03
H3 0.35 -0.95 -2.17
H4 0.88 -1.27 3.00
O1 -0.02 2.43 0.89
H5 -0.46 -0.09 1.29
H6 0.83 1.99 0.99
H7 2.24 0.34 0.58
N1 0.17 -0.84 1.09
H8 2.98 1.07 1.71
H9 0.93 -2.58 1.94
H10 -0.09 2.62 -0.05
O2 2.64 1.19 0.82
H11 -2.38 1.71 -2.54
C4 -1.38 1.28 -2.57
C5 -0.32 -0.68 -1.35
H12 -1.96 0.47 -0.67
H13 -0.68 -2.03 2.67
H14 -0.63 2.06 -2.48
H15 -1.39 0.84 -3.57

***

(5)
C5H15NO2 | ωB97M-V with the def2-TZVPD basis set

Computed properties:
energy relative to the best compared isomer or geometry (same formula, charge and spin) = 28.56 kcal per mole
lowest unoccupied orbital energy = 0.729 eV
structure (SMILES) = CCC/C=C/N.O.O
gap between HOMO and LUMO = 9.5295 eV
energy = -404.70954 Ha
total charge = 0

Cartesian coordinates (Å):
H1 -1.00 2.26 -0.15
O1 2.83 0.01 -0.17
C1 -0.52 1.14 -1.91
H2 2.04 0.96 2.13
C2 -0.43 -1.53 -0.03
O2 1.98 0.45 2.94
C3 -1.50 1.55 -0.81
H3 0.46 0.80 -1.56
H4 -2.74 -0.20 -0.59
H5 -2.32 2.04 -1.34
N1 0.70 -2.26 0.41
H6 2.50 -0.35 2.81
H7 -0.54 -1.57 -1.11
H8 -2.62 0.79 0.87
H9 2.28 -0.40 0.51
H10 -0.89 0.33 -2.54
C4 -1.01 -0.52 0.61
H11 2.39 -0.31 -0.97
H12 -0.74 -0.35 1.65
H13 0.99 -1.98 1.34
H14 -0.33 1.99 -2.55
H15 0.53 -3.26 0.43
C5 -2.06 0.39 0.03

***

(6)
C5H15NO2 | ωB97M-V with the def2-TZVPD basis set

Computed properties:
energy relative to the best compared isomer or geometry (same formula, charge and spin) = 62.91 kcal per mole
lowest unoccupied orbital energy = 0.555 eV
gap between HOMO and LUMO = 9.6250 eV
energy = -404.65481 Ha
total charge = 0

Cartesian coordinates (Å):
H1 -2.42 1.82 -0.19
C1 -0.94 -0.28 0.82
H2 -3.06 -1.00 -1.47
H3 1.36 0.28 -1.22
C2 -1.76 1.34 -0.91
N1 -1.68 -0.61 1.87
H4 -0.80 1.86 -0.91
H5 -0.05 0.31 1.02
H6 -2.54 -1.09 1.65
H7 -1.06 -1.22 2.46
H8 0.87 -2.41 0.87
H9 -2.19 1.43 -1.90
H10 3.79 0.50 0.67
C3 -1.56 -0.13 -0.54
C4 2.71 0.52 0.46
H11 -0.85 -0.59 -1.24
H12 2.90 1.05 -1.65
C5 2.44 0.29 -1.02
H13 2.83 -0.68 -1.35
O1 -2.79 -0.85 -0.56
H14 2.23 -0.24 1.07
O2 0.23 -1.82 1.29
H15 2.34 1.50 0.79

***

(7)
C5H15NO2 | ωB97M-V with the def2-TZVPD basis set

Computed properties:
energy relative to the best compared isomer or geometry (same formula, charge and spin) = 105.59 kcal per mole
lowest unoccupied orbital energy = 0.940 eV
structure (SMILES) = CCN(C)OC.CO
gap between HOMO and LUMO = 9.5150 eV
energy = -404.58680 Ha
total charge = 0

Cartesian coordinates (Å):
H1 -1.41 -1.78 2.16
C1 -0.35 -1.51 2.16
C2 -0.62 -1.54 -1.03
O1 -0.90 -0.34 0.19
H2 -0.32 -2.39 -0.42
H3 -0.98 2.38 -2.59
O2 0.10 0.75 -1.90
H4 -1.87 0.84 -2.57
C3 1.26 1.68 1.19
H5 0.24 -2.35 1.78
H6 -0.59 1.12 -3.78
C4 1.18 0.16 1.22
H7 1.62 -0.26 0.30
H8 0.86 2.09 2.12
H9 -0.26 0.72 -0.97
H10 -1.66 -1.58 -1.35
H11 0.08 -1.55 -1.86
H12 1.77 -0.22 2.06
H13 2.30 2.00 1.08
N1 -0.19 -0.29 1.39
H14 -0.04 -1.30 3.19
C5 -0.89 1.30 -2.75
H15 0.69 2.08 0.36

***

(8)
C5H15NO2 | ωB97M-V with the def2-TZVPD basis set

Computed properties:
energy relative to the best compared isomer or geometry (same formula, charge and spin) = 14.51 kcal per mole
lowest unoccupied orbital energy = 0.589 eV
structure (SMILES) = CN1CCCC1.O.O
gap between HOMO and LUMO = 9.4146 eV
energy = -404.73194 Ha
total charge = 0

Cartesian coordinates (Å):
H1 1.52 -1.54 0.59
O1 0.21 0.14 -3.73
H2 -0.83 -0.60 2.13
O2 -0.93 -0.32 3.07
H3 0.07 2.03 1.60
H4 1.43 -0.60 -0.91
H5 -2.08 -1.45 -0.52
H6 0.13 -0.01 -4.69
C1 1.12 -0.63 0.15
H7 0.21 1.09 -3.63
H8 -0.70 -1.39 -1.66
C2 0.40 1.64 0.64
N1 -0.34 -0.58 0.26
C3 -1.00 -1.54 -0.61
H9 0.69 2.49 0.03
C4 1.55 0.63 0.89
H10 -1.81 -0.63 3.34
H11 -0.60 0.92 -1.16
H12 1.64 0.45 1.96
H13 2.53 1.00 0.59
C5 -0.67 0.82 -0.07
H14 -1.70 1.01 0.23
H15 -0.66 -2.55 -0.36

***

(9)
C5H15NO2 | ωB97M-V with the def2-TZVPD basis set

Computed properties:
energy relative to the best compared isomer or geometry (same formula, charge and spin) = 34.15 kcal per mole
lowest unoccupied orbital energy (spin up / spin down) = -2.690 / -7.437 eV
gap between HOMO and LUMO (spin up / spin down) = 11.7439 / 7.1189 eV
energy = -404.40455 Ha
multiplicity = 2
total charge = +1

Cartesian coordinates (Å):
H1 -0.88 -2.18 -2.33
C1 1.40 1.09 -0.54
H2 -0.01 0.03 1.79
H3 -0.67 1.11 -1.01
H4 2.69 -2.55 2.02
C2 -0.52 0.72 1.12
H5 -2.29 1.22 2.19
H6 -1.99 -1.43 -1.26
H7 1.97 1.05 0.38
O1 2.50 -2.04 1.23
H8 0.03 -1.49 -0.07
C3 -2.02 0.60 1.34
H9 -2.57 1.09 0.52
H10 -2.45 -0.40 1.35
C4 -1.09 -1.22 -1.84
H11 1.81 0.60 -1.42
H12 2.89 -2.45 0.46
H13 -1.26 -0.52 -2.65
N1 -0.07 -0.87 -0.87
H14 -0.18 1.75 1.21
C5 -0.12 0.45 -0.35
H15 1.70 3.00 -0.38
O2 1.14 2.43 -0.88

***

(10)
C5H15NOS | ωB97M-V with the def2-TZVPD basis set

Computed properties:
energy relative to the best compared isomer or geometry (same formula, charge and spin) = 16.13 kcal per mole
lowest unoccupied orbital energy = 0.513 eV
structure (SMILES) = CN[C@H](C)CCS.O
gap between HOMO and LUMO = 9.1371 eV
energy = -727.66001 Ha
total charge = 0

Cartesian coordinates (Å):
H1 0.24 1.00 -1.69
H2 -1.77 0.13 0.32
H3 -0.53 -1.98 0.13
S1 -2.61 -2.43 -1.00
H4 -0.40 -1.78 -1.64
H5 0.85 2.64 -0.01
H6 -0.85 2.58 -0.09
H7 -0.18 -0.50 3.03
H8 1.07 -0.34 0.71
C1 0.11 0.74 -0.63
H9 2.43 1.22 -1.33
C2 -1.22 -0.08 -0.59
H10 0.12 1.75 1.30
H11 -1.02 -1.66 2.55
H12 3.07 0.95 0.32
H13 3.22 -0.28 -0.91
C3 -1.02 -1.59 -0.75
H14 -1.82 0.26 -1.44
C4 2.54 0.49 -0.52
C5 0.01 1.98 0.24
H15 -3.38 -1.63 -0.26
O1 -0.11 -1.33 2.55
N1 1.24 -0.12 -0.27